*A*
C5H5NS2 in the gas phase. Source: the Open Molecules 2025 dataset; level of theory: wB97M-V/def2-TZVPD.

Cartesian coordinates (Å):
S 3.163 -0.290 -0.351
C 1.631 -0.016 0.124
C 0.517 -0.991 0.267
C -0.507 -0.146 0.392
C -1.932 -0.662 0.710
S -3.077 -0.017 -0.623
C -0.063 1.213 0.283
N 1.250 1.362 0.179
H 0.716 -2.015 0.213
H -1.992 -1.743 0.809
H -2.277 -0.277 1.734
H -3.788 1.012 0.314
H -0.656 2.025 0.590

Properties
Kohn-Sham gap (Eh): 0.2653
HOMO energy (hartree): -0.331
Net charge: 0
SMILES string: S=C1C=C(CS)C=N1

---

*B*
C5H5NS2 in the gas phase. Source: the Open Molecules 2025 dataset; level of theory: wB97M-V/def2-TZVPD.

Cartesian coordinates (Å):
N -2.185 -2.035 2.392
C -1.187 -2.144 1.600
C -0.493 -1.571 0.447
S 1.194 -0.653 0.977
C 1.084 0.387 -0.473
C 0.806 1.823 -0.820
C -0.154 0.967 -0.308
S -1.516 -0.260 -0.559
H -0.421 -2.411 -0.235
H 1.265 -0.165 -1.397
H 0.911 1.809 -2.053
H 1.127 2.835 -0.334
H -0.431 1.418 0.764

Properties
Kohn-Sham gap (Eh): 0.3294
HOMO energy (hartree): -0.336
Net charge: 0
SMILES string: N#CC1S[C@@H]2C[C@H]2S1

---

*C*
C5H5NS2 in the gas phase. Source: the Open Molecules 2025 dataset; level of theory: wB97M-V/def2-TZVPD.

Cartesian coordinates (Å):
N 2.720 -1.508 -0.282
C 1.750 -0.889 -0.086
C 0.546 -0.089 0.047
S 0.984 1.715 0.088
C -0.216 -0.527 1.337
C -1.522 -0.537 1.144
S -2.066 -0.118 -0.511
C -0.406 -0.379 -1.120
H -0.316 2.072 0.067
H 0.358 -0.767 2.233
H -2.222 -0.689 1.922
H -0.278 -1.437 -1.490
H -0.187 0.344 -1.920

Properties
Kohn-Sham gap (Eh): 0.3509
HOMO energy (hartree): -0.333
Net charge: 0
SMILES string: N#C[C@]1(S)C=CSC1

---

The most stable arrangement is *C*, and the next structure is 38.1 kcal/mol less stable.

---

*A*
C3H7NO3 in the gas phase. Source: the Open Molecules 2025 dataset; level of theory: wB97M-V/def2-TZVPD.

Cartesian coordinates (Å):
N 0.627 -1.193 0.891
C -0.082 -0.045 0.411
C -1.432 -0.493 -0.238
O -2.056 -1.453 0.563
C 0.912 0.800 -0.387
O 2.024 0.963 0.014
O 0.387 1.422 -1.450
H 0.259 -1.716 1.680
H 1.586 -0.991 1.144
H -0.386 0.746 1.124
H -2.006 0.435 -0.125
H -1.308 -0.812 -1.269
H -2.839 -1.152 1.034
H 1.022 2.062 -1.830

Properties
Kohn-Sham gap (Eh): 0.3608
HOMO energy (hartree): -0.339
Net charge: 0
SMILES string: N[C@H](CO)C(=O)O

---

*B*
A molecular structure, C3H7NO3. Source: the Open Molecules 2025 dataset; level of theory: wB97M-V/def2-TZVPD.

Cartesian coordinates (Å):
C 0.257 1.039 -0.684
C 1.589 0.750 -1.189
C -1.647 -1.028 0.322
N -0.118 0.727 1.155
O -0.669 1.361 -1.333
O 0.951 -0.138 1.526
O -1.376 0.189 1.165
H 1.667 -0.440 -1.274
H 1.693 1.094 -2.151
H 2.387 0.968 -0.605
H -2.378 -0.739 -0.499
H -2.197 -1.648 1.141
H -0.798 -1.563 0.018
H 0.638 -0.572 2.409

Properties
Kohn-Sham gap (spin up / spin down) (Eh): 0.3364 / 0.3364
HOMO energy (spin up / spin down) (hartree): -0.310 / -0.310
Net charge: 0

---

*C*
2 unconnected molecules or ions with the total composition C3H7NO3. Source: the Open Molecules 2025 dataset; level of theory: wB97M-V/def2-TZVPD.

Cartesian coordinates (Å):
C -1.034 -0.163 -0.355
C -0.132 -0.405 0.889
C -0.866 1.322 -0.582
N 0.794 0.777 0.824
O 0.227 1.774 0.207
O 3.349 0.247 -0.137
O 2.061 0.056 -0.461
H -0.605 -0.851 -1.056
H -2.067 -0.445 -0.097
H -0.895 -0.163 1.672
H 0.593 -1.306 1.007
H -0.760 1.547 -1.548
H -1.732 1.950 -0.287
H 3.615 1.177 -0.446

Properties
Kohn-Sham gap (spin up / spin down) (Eh): 0.3261 / 0.3572
HOMO energy (spin up / spin down) (hartree): -0.305 / -0.330
Net charge: 0

---

*D*
C3H7NO3 in the gas phase. Source: the Open Molecules 2025 dataset; level of theory: wB97M-V/def2-TZVPD.

Cartesian coordinates (Å):
N 0.624 1.718 -0.125
C -0.050 0.600 0.454
C 0.657 -0.770 0.501
O 1.850 -0.769 -0.185
O -0.460 -1.395 -0.247
C -1.081 -0.137 -0.454
O -2.371 -0.053 0.020
H 1.415 2.021 0.431
H 1.003 1.474 -1.035
H -0.504 0.877 1.405
H 0.736 -1.270 1.476
H 2.085 -1.678 -0.408
H -1.015 0.171 -1.510
H -2.889 -0.791 -0.323

Properties
Kohn-Sham gap (Eh): 0.3759
HOMO energy (hartree): -0.347
Net charge: 0
SMILES string: NC1[C@H](O)O[C@H]1O

---

The most stable arrangement is *A*, and the next structure is 15.4 kcal/mol less stable.